1.
ORCA calculation (the ωB97M-V functional and the def2-TZVPD basis) on one molecule with the formula C14H15BO in a non-equilibrium geometry.

```
31
Properties=species:S:1:pos:R:3:forces:R:3
O 1.192745 -0.807575 2.641760 1.3062 1.0376 0.0965
B 1.312772 -0.591801 1.291201 -0.8834 0.6672 -1.0495
C 2.369373 0.478500 0.643308 0.9902 -1.7326 2.1598
C 1.866583 1.816132 0.134353 0.0428 1.6491 -1.1232
C 0.333907 1.868422 0.028060 1.3433 0.1672 0.0733
C -0.569627 1.876492 1.075770 -0.2338 0.1705 0.6132
C -1.929678 1.881723 0.802119 2.4752 0.3902 -1.9904
C -2.387089 1.923078 -0.486733 -1.6512 -0.3181 0.5986
C -1.496882 1.823246 -1.501206 -0.1339 0.1466 -0.9465
C -0.152582 1.862873 -1.258266 0.2752 0.0902 -0.2219
C 0.343743 -1.410716 0.324686 1.0182 1.8571 1.6009
C -0.989685 -1.574375 0.489524 -2.2191 -0.4302 1.9433
C -1.783352 -2.448106 -0.248198 3.1588 -0.1188 -1.3711
C -1.147291 -3.164030 -1.294657 1.2881 1.5145 0.9537
C 0.258017 -2.981650 -1.458067 -1.3061 -1.2201 0.0427
C 0.938495 -2.082090 -0.667770 1.7999 -1.0743 -1.9562
H 1.855780 -0.249462 3.131972 -1.0321 -0.8339 -0.5622
H 3.101688 0.527791 1.492824 -0.2939 0.8372 -0.4710
H 3.008120 -0.040610 -0.069655 -0.3028 -0.0634 -0.5123
H 2.237803 2.045956 -0.939586 -0.3802 -0.6311 1.7549
H 2.284301 2.683157 0.712196 -0.5183 -0.8315 -0.1335
H -0.289071 2.005840 2.121894 0.3133 -0.3212 -0.2555
H -2.593576 2.024557 1.528264 -2.5194 0.3095 3.1818
H -3.467155 2.058181 -0.668467 0.6596 -0.3438 -0.0180
H -1.905851 1.738022 -2.472619 0.0145 0.2032 -1.1316
H 0.567530 2.009084 -2.045133 -0.0375 -0.4479 -0.4263
H -1.402020 -1.125883 1.397974 -0.2564 -0.0167 -0.3622
H -2.711095 -2.733202 0.103054 -2.1247 -0.0770 0.2451
H -1.708337 -3.758192 -1.976240 -0.2381 -0.7893 -0.1477
H 0.855613 -3.724417 -1.991881 -0.4045 0.5350 -0.6188
H 2.006821 -1.930947 -0.840479 -0.1500 -0.3254 0.0342
```
Positions in Å, forces in eV/Å.

Summary:
- frontier orbital gap (eV) = 9.4
- lowest unoccupied orbital energy (eV) = 0.52
- molar mass (g/mol) = 210.09
- multiplicity = 1
- structure (SMILES) = OB(CCc1ccccc1)c1ccccc1
- highest occupied orbital energy (Ha) = -0.3254

Atom charges from the Löwdin analysis, given in e for atoms 1 to 5: atom 1 (O): 0.15, atom 2 (B): -0.41, atom 3 (C): -0.10, atom 4 (C): -0.15, atom 5 (C): -0.24


2.
ORCA calculation (the ωB97M-V functional and the def2-TZVPD basis) on a 3-piece molecular cluster, C12H30BFN2O5S overall in a non-equilibrium geometry.

```
52
Properties=species:S:1:pos:R:3:forces:R:3
C 7.785658 -2.320544 -0.904756 -0.4103 0.0307 0.0710
C 6.637841 -1.418605 -1.343812 -0.0618 -0.3747 0.0646
S 5.154346 -2.004958 -0.483308 0.0145 -0.0994 0.1916
C 4.113126 -0.531555 -0.570536 0.1204 0.3661 0.0668
N 2.766081 -1.003137 -0.350916 -0.0891 -0.2335 0.6414
F 1.913745 0.112295 -0.499925 -0.0436 0.1561 -0.1742
C 2.333404 -1.951631 -1.368181 -0.4199 0.3364 -0.8692
O 2.515470 -1.786104 -2.543867 0.0539 -0.1042 0.3988
O 1.698516 -2.973544 -0.811027 0.8586 0.0680 0.2881
B 2.157116 -4.274921 -1.177644 -0.5294 -0.4747 -0.2061
N 2.738220 -5.066818 -0.170931 0.3934 0.3638 -0.4336
O 1.926498 -4.767644 -2.439961 0.4263 -0.1441 0.1157
H 7.506147 -3.361510 -1.066134 0.1527 -0.0833 -0.1456
H 7.955019 -2.210738 0.163328 0.2037 0.0945 0.0447
H 8.685177 -2.092555 -1.467460 0.1454 -0.0315 0.0206
H 6.475042 -1.511077 -2.413508 -0.0051 0.2201 -0.1236
H 6.811517 -0.383732 -1.064741 0.0483 0.1104 -0.0655
H 4.370739 0.127146 0.255028 -0.1062 0.0902 0.0339
H 4.219769 0.015291 -1.509374 0.0476 -0.2341 -0.2244
H 3.252919 -4.588473 0.552521 -0.2878 -0.1153 0.2865
H 3.233421 -5.871745 -0.521107 -0.0823 -0.1716 0.1750
H 2.441491 -4.316176 -3.117021 -0.3679 0.2043 -0.1382
C -3.930564 -0.169022 0.797667 -0.0039 0.0384 -0.1027
C -3.483502 -1.621042 0.802565 0.0391 0.0132 0.1087
O -3.490565 -2.234086 -0.471690 -0.0644 -0.0628 -0.0271
C -2.657978 -1.637966 -1.450814 0.0528 0.0787 -0.0973
C -1.186426 -1.600340 -1.077196 -0.1124 0.0296 0.1052
H -4.929662 -0.077279 0.369665 -0.0166 -0.0036 0.0133
H -3.950951 0.218763 1.817011 -0.0142 -0.0180 0.0207
H -3.258423 0.463568 0.215824 0.0354 0.0071 0.0448
H -4.171292 -2.214716 1.404710 -0.0141 -0.0212 -0.0141
H -2.495864 -1.713274 1.269015 0.0156 0.0317 -0.0212
H -3.017138 -0.632083 -1.699619 0.0137 0.0095 0.0404
H -2.794392 -2.247804 -2.343497 -0.0223 -0.0303 0.0020
H -1.004221 -0.983743 -0.195292 0.0307 0.0462 -0.0434
H -0.604124 -1.182196 -1.899512 -0.0021 -0.0158 -0.0259
H -0.820234 -2.602131 -0.864654 0.0015 -0.0479 -0.0127
C -2.033196 3.811813 1.526371 -0.0133 0.0856 -0.0565
C -3.032507 4.003032 2.654120 0.0058 -0.1176 0.0049
O -3.482212 5.335338 2.813776 0.0146 0.0473 0.0722
C -4.144464 5.904273 1.699829 -0.0248 0.0540 -0.0834
C -5.399360 5.161321 1.273502 0.0242 -0.0773 0.0606
H -1.165855 4.457780 1.666895 0.0125 -0.0057 0.0209
H -1.694988 2.775402 1.501026 0.0126 -0.0122 0.0234
H -2.465989 4.041502 0.551779 -0.0235 -0.0546 -0.0057
H -2.565075 3.748582 3.605242 -0.0019 0.0224 0.0219
H -3.882875 3.322419 2.528973 -0.0031 0.0075 -0.0414
H -3.455773 6.008745 0.853290 -0.0041 -0.0461 -0.0056
H -4.406840 6.913392 2.016648 0.0092 0.0138 0.0232
H -5.181698 4.148887 0.931019 0.0131 0.0156 -0.0483
H -5.883051 5.690558 0.452222 -0.0077 0.0277 0.0015
H -6.102046 5.091040 2.104452 -0.0138 0.0105 0.0033
```
Positions in Å, forces in eV/Å.

Summary:
- frontier orbital gap (eV) = 9.8
- lowest unoccupied orbital energy (eV) = 0.41
- molar mass (g/mol) = 344.26
- multiplicity = 1
- structure (SMILES) = CCSCN(F)C(=O)OB(N)O.CCOCC.CCOCC
- highest occupied orbital energy (Ha) = -0.3442

Atom charges from the Löwdin analysis, given in e for atoms 1 to 5: atom 1 (C): -0.18, atom 2 (C): -0.52, atom 3 (S): 0.93, atom 4 (C): -0.44, atom 5 (N): -0.09


3.
ORCA calculation (the ωB97M-V functional and the def2-TZVPD basis) on C28H39InN6SbSe4 as an isolated structure.

```
79
Properties=species:S:1:pos:R:3:forces:R:3
In -0.133546 0.265390 -1.382337 0.0233 -0.3562 -0.1822
C -0.651518 -3.794839 -0.355953 -0.2108 0.0579 -0.0082
C -1.537138 -3.302950 0.793621 0.0780 0.1464 -0.1559
C -1.941872 -1.832754 0.646910 0.1210 -0.0097 -0.1051
N -0.767712 -0.967507 0.589962 0.1712 -0.1953 0.0571
C -0.137228 -0.675907 1.679473 -0.0699 -0.0162 -0.0290
C -0.660053 -0.932083 3.001101 0.1977 -0.1244 0.0861
C -0.035981 -1.058471 4.214894 0.0324 -0.0914 -0.2253
C 1.328471 -0.991002 4.531847 0.0186 0.0304 0.0380
C 2.312879 -0.549494 3.672906 -0.1283 0.1032 -0.0368
C 2.218629 0.001633 2.395583 -0.0810 -0.0940 0.0247
C 1.124705 0.114292 1.497509 0.0442 -0.0616 0.1137
N 1.155550 0.840883 0.407392 0.2997 -0.2177 -0.0737
C 2.298647 1.706966 0.169015 0.1054 -0.1542 -0.1174
C 3.420399 1.015283 -0.624024 -0.2266 -0.0349 -0.0165
C 3.005641 0.805205 -2.082748 -0.0152 -0.0119 0.1359
N 1.967850 -0.200603 -2.224900 0.0100 0.1253 0.0129
C 2.199857 -1.350488 -2.787180 0.0818 -0.0880 -0.0130
C 3.524702 -1.816587 -3.061794 -0.0494 -0.0863 0.0044
C 4.016627 -2.869839 -3.801563 -0.0836 0.0476 -0.0002
C 3.350456 -3.850368 -4.525174 -0.0111 -0.0452 -0.0227
C 1.976242 -4.012646 -4.544202 0.0361 0.0984 0.0833
C 0.974493 -3.324498 -3.879884 0.0837 0.0602 -0.0232
C 0.971954 -2.180011 -3.035764 0.0422 -0.1603 0.0063
N -0.121404 -1.747999 -2.454109 0.0061 0.0234 0.0348
C -1.346186 -2.530280 -2.545803 0.0376 -0.0348 0.1670
C -1.339045 -3.845932 -1.731176 0.1222 0.1157 0.0486
H 0.228519 -3.153034 -0.417854 0.0882 -0.0435 -0.0131
H -0.295318 -4.797659 -0.110061 0.0059 -0.0187 0.0126
H -2.445459 -3.912206 0.844290 -0.0137 -0.0064 0.0242
H -1.003916 -3.426010 1.739908 -0.0012 -0.0322 0.0361
H -2.500316 -1.703808 -0.276351 -0.0028 0.0471 -0.0186
H -2.632316 -1.545486 1.443208 -0.0192 0.0217 0.0372
H -1.731281 -1.082525 3.022713 -0.0190 -0.0270 -0.0085
H -0.697212 -1.296277 5.043479 -0.0311 -0.0165 0.0107
H 1.626510 -1.283713 5.531651 -0.0162 0.0016 -0.0208
H 3.322683 -0.576388 4.072633 0.0152 0.0400 -0.0106
H 3.158154 0.365625 2.003469 -0.0023 -0.0343 0.0032
H 1.948742 2.553665 -0.429644 -0.0227 0.0410 -0.0021
H 2.681066 2.110293 1.113146 0.0012 -0.0092 0.0227
H 4.319239 1.637789 -0.592444 -0.0027 0.0263 0.0005
H 3.657560 0.048308 -0.169755 0.0606 0.0337 0.0148
H 2.590925 1.747225 -2.447692 -0.0533 0.0430 -0.0582
H 3.873364 0.606183 -2.711844 0.0237 -0.0808 0.0045
H 4.296677 -1.223526 -2.594087 0.0183 0.0237 0.0260
H 5.101339 -2.928300 -3.829228 0.0031 0.0178 0.0204
H 3.949504 -4.550744 -5.094623 -0.0119 0.0031 0.0220
H 1.615543 -4.835065 -5.155020 -0.0263 0.0054 -0.0171
H -0.009293 -3.721687 -4.075242 -0.0309 0.0044 -0.0079
H -2.152200 -1.887082 -2.209569 -0.0452 0.0589 0.0078
H -1.591906 -2.759364 -3.587155 -0.0009 0.0052 -0.0536
H -2.383339 -4.152168 -1.606387 0.0047 -0.0526 -0.0241
H -0.850276 -4.627693 -2.315623 -0.0122 0.0097 -0.0123
Se -3.114755 2.429539 -5.199888 0.0330 0.0404 0.1075
Sb -2.390000 2.695518 -2.927965 -0.0020 0.0526 0.0425
Se -2.759587 0.633252 -1.504482 -0.1426 -0.0162 -0.2945
Se 0.129653 2.622021 -2.639044 -0.1879 0.0992 -0.1441
Se -3.318347 4.589443 -1.646781 0.0082 -0.0525 -0.1711
C -1.132704 4.350595 1.182515 0.0832 -0.0113 0.0015
C -1.024021 2.901808 0.684798 -0.2388 0.2149 0.3381
N -1.631299 1.975072 1.651877 0.1133 0.2344 0.0303
C -3.074811 2.186235 1.655285 0.0364 0.1059 0.0618
C -3.391747 3.679994 1.896274 0.0165 -0.1448 0.1266
N -2.104880 4.339759 2.335582 -0.0397 -0.0609 -0.0945
C -1.520243 3.601463 3.501159 0.0351 -0.1256 -0.0964
C -1.073801 2.208354 2.975199 -0.1811 0.3236 -0.1019
H -1.556019 4.978972 0.395408 -0.0195 0.0280 0.0096
H -0.193811 4.770275 1.545829 -0.0220 -0.0146 0.1207
H 0.008599 2.623422 0.499770 -0.2299 0.1358 0.0498
H -1.592757 2.854256 -0.240318 0.1143 -0.1915 0.0575
H -3.528018 1.554321 2.421891 0.0322 0.0081 0.0571
H -3.461688 1.882667 0.682578 -0.0211 0.0380 0.0218
H -4.124587 3.837687 2.686943 0.0059 0.0508 0.0588
H -3.707707 4.171567 0.974480 0.0665 0.0086 -0.0586
H -2.306276 5.299149 2.593719 -0.0234 0.0495 0.0513
H -2.298798 3.522903 4.258878 -0.0461 0.0434 -0.0018
H -0.695068 4.188912 3.899925 0.0238 0.0534 -0.0331
H -1.402435 1.427977 3.660121 0.0241 0.0592 -0.0006
H 0.012698 2.153062 2.900688 0.0166 -0.0165 0.0622
```
Positions in Å, forces in eV/Å.

Summary:
- frontier orbital gap (eV) = 5.6
- lowest unoccupied orbital energy (eV) = 1.51
- total charge = -1
- molar mass (g/mol) = 1012.08
- multiplicity = 1
- highest occupied orbital energy (Ha) = -0.1521

Atom charges from the Löwdin analysis, given in e for atoms 1 to 5: atom 1 (In): 0.32, atom 2 (C): -0.19, atom 3 (C): -0.17, atom 4 (C): -0.25, atom 5 (N): 0.00